DFT (the ωB97M-V functional and the def2-TZVPD basis) results for a molecular structure, C40H26Cl5IO2PPdS at a distorted geometry.

Cartesian coordinates (Å):
Pd (-0.076391, 0.023222, 1.087119)
Cl (0.758085, 7.329831, 1.417322)
C (0.721429, 5.643356, 1.063567)
C (0.244338, 4.736150, 1.994151)
Cl (-0.335814, 5.281052, 3.520699)
C (0.231391, 3.374915, 1.703594)
Cl (-0.375178, 2.253058, 2.874310)
C (0.682797, 2.857342, 0.488024)
O (0.721831, 1.571539, 0.137367)
C (1.158151, 3.801560, -0.434620)
Cl (1.767357, 3.210901, -1.941326)
C (1.182540, 5.161424, -0.156310)
Cl (1.792218, 6.254151, -1.336600)
I (-1.447073, -1.836540, 2.358948)
C (-1.553592, -3.124141, 0.743230)
C (-1.104537, -4.390395, 0.972285)
C (-1.332564, -5.400453, 0.010201)
C (-2.077431, -5.109594, -1.088542)
C (-2.561046, -3.795259, -1.324236)
C (-3.416569, -3.552722, -2.426915)
C (-3.919407, -2.311702, -2.658813)
C (-3.468745, -1.232858, -1.872783)
C (-2.616348, -1.404389, -0.808645)
P (-1.842635, 0.167062, -0.281750)
C (-3.107269, 1.171484, 0.503144)
C (-4.234469, 0.586491, 1.075461)
C (-5.127346, 1.365571, 1.797970)
C (-4.893680, 2.724871, 1.954725)
C (-3.774490, 3.313220, 1.378634)
C (-2.879695, 2.539707, 0.658478)
C (-1.406275, 0.914580, -1.854761)
C (-2.126562, 1.959561, -2.429380)
C (-1.790310, 2.405164, -3.702226)
C (-0.752087, 1.806055, -4.398270)
C (-0.033032, 0.765205, -3.822888)
C (-0.349322, 0.329435, -2.549705)
C (-2.227743, -2.732852, -0.442782)
H (-0.603728, -4.636801, 1.899083)
H (-0.966628, -6.402672, 0.188666)
H (-2.329238, -5.884445, -1.802864)
H (-3.673907, -4.383951, -3.072915)
H (-4.604504, -2.132756, -3.476073)
H (-3.772463, -0.230871, -2.153831)
H (-4.425601, -0.471588, 0.944550)
H (-6.006024, 0.910881, 2.236335)
H (-5.586149, 3.328618, 2.528208)
H (-3.591551, 4.373629, 1.499025)
H (-2.003215, 3.002230, 0.222951)
H (-2.960424, 2.410412, -1.908839)
H (-2.349151, 3.216716, -4.150765)
H (-0.497047, 2.157438, -5.390219)
H (0.784915, 0.304547, -4.363034)
H (0.217461, -0.474389, -2.095389)
O (1.511118, -0.304545, 2.628868)
S (2.780448, 0.202935, 1.916120)
C (4.146190, -0.744975, 2.546960)
C (3.911057, -1.839173, 3.363444)
C (5.001761, -2.552182, 3.843318)
C (6.292352, -2.162738, 3.511144)
C (6.506889, -1.054546, 2.700292)
C (5.428764, -0.329350, 2.218661)
C (2.699670, -0.617784, 0.325739)
C (3.292619, -0.019215, -0.772788)
C (3.199407, -0.640753, -2.009436)
C (2.488034, -1.826043, -2.139933)
C (1.877493, -2.401771, -1.032870)
C (1.980971, -1.803536, 0.216639)
H (2.897012, -2.110480, 3.627134)
H (4.842523, -3.410224, 4.483377)
H (7.138016, -2.716853, 3.896870)
H (7.514594, -0.747756, 2.452750)
H (5.587607, 0.544249, 1.595692)
H (3.811569, 0.926758, -0.670260)
H (3.671669, -0.189316, -2.872988)
H (2.404312, -2.301933, -3.109487)
H (1.334016, -3.334215, -1.133857)
H (1.618635, -2.309553, 1.101047)

Forces on atoms 1 to 6 (eV/Å):
Pd -1.402 -0.571 0.766
Cl -0.019 -0.167 -0.048
C 0.023 0.279 0.075
C -0.134 -0.115 0.242
Cl 0.016 0.011 -0.082
C -0.156 -0.316 0.254

Summary:
**Frontier orbital gap**: 6.648 eV
**E_HOMO**: -10.338 eV
**Electronic energy**: -5156.25319 Eh
**Charge**: +1

***

DFT (the ωB97M-V functional and the def2-TZVPD basis) results for 2 unconnected molecules or ions with the total composition C2H10NS2 at a distorted geometry.

Cartesian coordinates (Å):
C (-3.432982, -0.030921, 0.234763)
N (-2.180712, 0.723760, -0.192333)
H (-3.467963, 0.012306, 1.319270)
H (-3.258664, -1.056000, -0.065812)
H (-4.281220, 0.481495, -0.197215)
H (-2.305325, 1.201004, -1.091408)
H (-1.737888, 1.451297, 0.377342)
H (-1.440814, 0.048983, -0.416080)
C (2.248982, -1.583843, 0.088309)
S (0.615710, -0.764827, 0.026685)
S (1.215168, 1.253477, -0.074270)
H (2.136065, -2.638536, 0.315652)
H (2.786858, -1.438079, -0.846146)
H (2.819203, -1.086964, 0.871616)
H (2.408155, 1.094734, 0.524868)

Forces on atoms 1 to 6 (eV/Å):
C 0.964 0.777 0.707
N 0.379 0.191 -1.389
H -0.145 -0.022 -0.005
H -0.456 -0.036 -0.256
H -0.189 -0.317 -0.099
H -0.380 -0.109 0.035

Summary:
**Frontier orbital gap**: 8.746 eV
**E_HOMO**: -12.235 eV
**Electronic energy**: -933.05543 Eh
**Charge**: +1

***

DFT (the ωB97M-V functional and the def2-TZVPD basis) results for 9 unconnected molecules or ions with the total composition C38H60BrFINO18S.

Cartesian coordinates (Å):
C (6.448405, -0.741284, 1.363465)
C (5.642175, -0.769114, 0.063319)
C (5.115169, -2.146834, -0.328576)
I (4.526219, -2.103724, -2.405767)
N (4.065504, -2.728152, 0.524371)
C (3.140469, -1.781285, 1.186637)
C (2.251033, -0.995276, 0.235507)
C (1.354183, -0.068852, 1.054853)
Br (1.105228, -2.281981, -0.685168)
S (4.540602, -3.892494, 1.570861)
O (5.428938, -3.424049, 2.579704)
O (3.419705, -4.668735, 1.945288)
F (5.397924, -4.747946, 0.583759)
H (7.068944, 0.154494, 1.383830)
H (5.815967, -0.728508, 2.249988)
H (7.106241, -1.606411, 1.446336)
H (4.852313, -0.018092, 0.084746)
H (6.311167, -0.471305, -0.744498)
H (5.951746, -2.831302, -0.334538)
H (3.677172, -1.120881, 1.873341)
H (2.453406, -2.372359, 1.794433)
H (2.791859, -0.452362, -0.532448)
H (1.094356, 0.819840, 0.484637)
H (0.419665, -0.584659, 1.268452)
H (1.792042, 0.187706, 2.019354)
O (-1.818485, -1.030402, 0.461532)
C (-2.784231, -1.709638, 0.303337)
O (-4.014878, -1.190498, 0.028330)
C (-4.998049, -2.239192, 0.005317)
C (-4.218635, -3.519810, -0.274626)
C (-2.881116, -3.219269, 0.396574)
H (-5.497850, -2.263033, 0.976190)
H (-5.731591, -2.004056, -0.762216)
H (-4.718546, -4.410738, 0.098943)
H (-4.074222, -3.637642, -1.349639)
H (-2.877883, -3.491141, 1.453408)
H (-2.026161, -3.677850, -0.092325)
O (-0.358532, 0.120133, 4.231751)
C (-0.795232, 1.117403, 3.735135)
O (-0.005229, 1.983451, 3.061267)
C (-0.754513, 3.135562, 2.641008)
C (-2.205025, 2.667626, 2.622511)
C (-2.221199, 1.629716, 3.744590)
H (-0.578897, 3.943743, 3.353648)
H (-0.392728, 3.444627, 1.663323)
H (-2.915277, 3.481419, 2.745662)
H (-2.414626, 2.177847, 1.670397)
H (-2.423834, 2.070369, 4.722072)
H (-2.909936, 0.806111, 3.579030)
O (-3.041161, -1.242146, 5.766422)
C (-2.286240, -1.630250, 6.608693)
O (-2.607848, -1.589421, 7.928152)
C (-1.495453, -2.022037, 8.728716)
C (-0.638700, -2.871304, 7.797655)
C (-0.888543, -2.199259, 6.448651)
H (-0.963579, -1.137393, 9.085396)
H (-1.883922, -2.568760, 9.584667)
H (0.407511, -2.902372, 8.094180)
H (-1.016266, -3.895045, 7.779452)
H (-0.204837, -1.371170, 6.259850)
H (-0.855647, -2.884248, 5.606514)
O (1.787028, 0.456248, -2.632823)
C (1.321812, 0.203643, -3.705743)
O (0.756961, -0.989438, -3.993116)
C (0.386367, -1.044290, -5.383145)
C (0.252031, 0.406523, -5.829659)
C (1.286924, 1.090496, -4.938470)
H (1.176009, -1.572629, -5.922976)
H (-0.535739, -1.614185, -5.467743)
H (0.411462, 0.554991, -6.892213)
H (-0.744197, 0.778553, -5.587782)
H (2.284806, 1.086865, -5.383293)
H (1.023500, 2.107073, -4.658176)
O (-2.536240, 5.883897, 0.000239)
C (-3.155695, 4.967177, -0.452670)
O (-4.023754, 4.245963, 0.298506)
C (-4.540054, 3.137201, -0.460267)
C (-4.369524, 3.540436, -1.920993)
C (-3.108239, 4.398723, -1.858046)
H (-3.960939, 2.245779, -0.204938)
H (-5.576975, 2.978383, -0.171982)
H (-4.295129, 2.688067, -2.593450)
H (-5.216634, 4.144479, -2.241399)
H (-2.196843, 3.804591, -1.951293)
H (-3.088180, 5.203090, -2.587686)
O (5.053938, -1.635327, 8.290099)
C (5.735290, -2.057059, 7.402792)
O (5.933829, -1.374915, 6.251976)
C (6.705229, -2.164458, 5.325334)
C (7.457377, -3.170062, 6.189999)
C (6.475164, -3.382217, 7.339769)
H (6.023579, -2.651189, 4.630838)
H (7.360766, -1.498211, 4.768865)
H (7.720068, -4.076993, 5.649692)
H (8.377145, -2.722069, 6.569340)
H (5.747103, -4.165312, 7.121567)
H (6.951758, -3.591196, 8.293319)
O (-6.980899, 3.219552, -3.809566)
C (-6.962064, 2.026861, -3.862762)
O (-6.181115, 1.356629, -4.744153)
C (-6.419514, -0.057176, -4.654352)
C (-7.002552, -0.274452, -3.262014)
C (-7.753930, 1.034865, -3.030443)
H (-7.118414, -0.338621, -5.444742)
H (-5.476616, -0.572984, -4.817804)
H (-7.622316, -1.166344, -3.195031)
H (-6.193792, -0.365690, -2.535425)
H (-8.773565, 1.004411, -3.417764)
H (-7.776313, 1.349475, -1.990752)
O (-0.139163, 2.088909, -8.264639)
C (0.559041, 3.023219, -8.535573)
O (0.094290, 4.290318, -8.544285)
C (1.114266, 5.198286, -8.997834)
C (2.432575, 4.474811, -8.744499)
C (2.024299, 3.014406, -8.930549)
H (0.946857, 5.396501, -10.058347)
H (1.013374, 6.128434, -8.445202)
H (3.232211, 4.805549, -9.403171)
H (2.752091, 4.639648, -7.714863)
H (2.092354, 2.692411, -9.971001)
H (2.579809, 2.320589, -8.305155)

Forces on atoms 1 to 6 (eV/Å):
C -0.115 -0.024 0.064
C 0.258 0.127 -0.035
C 0.009 0.051 0.449
I -0.044 -0.120 -0.063
N 0.506 0.528 -0.082
C -0.424 -0.310 0.029

Summary:
**Frontier orbital gap**: 9.034 eV
**E_HOMO**: -8.901 eV
**Electronic energy**: -6262.89898 Eh
**SMILES string**: CC[C@H](I)N(C[C@H](C)Br)S(=O)(=O)F.O=C1CCCO1.O=C1CCCO1.O=C1CCCO1.O=C1CCCO1.O=C1CCCO1.O=C1CCCO1.O=C1CCCO1.O=C1CCCO1